P) DFT (the ωB97M-V functional and the def2-TZVPD basis) results for a cluster of 15 separate species, C5H38NO15 in total.

Element x y z (Å)
O 1.123 0.821 -3.279
C 0.046 1.380 -3.703
C -1.256 1.198 -2.909
N -0.796 0.740 -1.496
C -1.523 1.566 -0.439
C -2.279 2.598 -1.248
C -2.125 2.425 -2.816
H 0.027 1.710 -4.751
H -1.681 0.230 -3.258
H -1.079 -0.226 -1.468
H 0.197 0.857 -1.358
H -2.060 0.856 0.007
H -0.904 2.256 0.260
H -2.144 3.697 -1.124
H -3.406 2.567 -0.971
H -1.546 3.262 -3.160
H -3.117 2.582 -3.418
H 1.565 -2.512 -0.165
H 0.897 -1.204 -0.060
O 1.714 -1.684 0.200
H 2.486 -0.073 -1.296
H 4.048 0.076 -1.039
O 3.279 0.550 -1.392
H 2.194 1.376 -0.354
H 1.338 2.376 0.664
O 1.356 1.415 0.124
H -2.602 -4.629 -0.216
H -2.464 -3.326 0.374
O -2.702 -3.715 -0.331
H 1.347 -2.025 4.551
H 1.959 -2.549 3.309
O 1.392 -2.756 4.026
H -0.626 -0.244 4.668
H -0.458 0.456 3.368
O -0.674 -0.409 3.746
H 0.369 1.165 1.748
H 1.132 1.713 3.004
O 0.291 1.852 2.502
H 2.970 -0.079 3.678
H 3.213 1.373 3.833
O 2.544 0.714 4.128
H 3.973 -1.042 2.045
H 2.526 -1.406 1.475
O 3.078 -1.181 2.310
H -1.216 -2.117 0.045
H -0.528 -2.441 -1.365
O -0.682 -1.720 -0.697
H -3.804 -0.530 -1.086
H -3.374 -1.131 -2.324
O -3.304 -0.351 -1.907
H 1.122 4.685 1.173
H 0.058 3.892 1.714
O 0.713 3.954 0.885
H -1.533 -2.082 2.588
H -0.278 -2.626 2.043
O -1.263 -2.587 1.826
H -1.052 -2.840 -3.795
H 0.340 -2.835 -3.274
O -0.552 -2.326 -3.255

Charge: +1
HOMO-LUMO gap in eV: 10.31

Q) DFT (the ωB97M-V functional and the def2-TZVPD basis) results for a cluster of 15 separate species, C5H38NO15 in total.

Element x y z (Å)
O 3.056 1.488 -1.529
C 3.924 1.642 -0.698
C 4.135 0.397 0.272
C 3.698 -0.981 -0.199
C 2.415 -0.958 -1.055
C 2.430 -1.556 -2.233
N 1.219 -1.360 -3.076
H 4.355 2.588 -0.391
H 5.204 0.405 0.570
H 3.541 0.752 1.162
H 4.462 -1.476 -0.792
H 3.523 -1.579 0.705
H 1.709 -0.229 -0.703
H 3.213 -2.105 -2.713
H 1.364 -1.436 -4.082
H 0.984 -0.345 -2.932
H 0.570 -2.024 -2.646
H -1.304 -0.948 -0.017
H -1.474 -0.765 -1.416
O -0.796 -0.538 -0.764
H -4.740 1.310 -0.376
H -5.495 0.288 0.354
O -4.935 1.075 0.549
H 0.156 2.195 1.639
H 0.582 3.254 2.658
O -0.020 2.492 2.545
H -0.055 -1.679 2.882
H 0.471 -1.559 1.424
O 0.359 -2.179 2.178
H -3.486 0.699 2.186
H -2.434 1.528 2.716
O -2.527 0.625 2.354
H -0.133 -4.936 -1.720
H 0.000 -3.678 -1.084
O 0.296 -4.091 -1.914
H -1.192 -4.963 0.828
H -0.911 -3.521 1.588
O -0.858 -4.072 0.790
H -3.185 3.950 2.400
H -1.840 3.945 3.291
O -2.481 3.419 2.783
H -0.785 2.493 -0.458
H -0.070 1.066 -0.914
O 0.064 1.959 -0.495
H -3.127 -2.503 3.030
H -2.155 -3.759 3.160
O -2.775 -3.292 2.604
H -2.381 2.654 0.931
H -2.607 1.444 0.373
O -2.482 2.341 0.008
H 0.384 1.854 -2.338
H 1.275 2.036 -3.536
O 0.481 1.557 -3.268
H -1.841 -2.920 0.418
H -3.180 -2.432 0.742
O -2.539 -2.319 0.019
H 1.796 3.398 -0.441
H 1.993 4.158 -1.648
O 2.361 4.127 -0.758

Charge: +1
HOMO-LUMO gap in eV: 9.85

Verdict on stability: Q) comes out on top.

P) DFT (the ωB97M-V functional and the def2-TZVPD basis) results for a cluster of 2 separate species, C4H10NO2S in total.

Element x y z (Å)
C 0.349 -1.607 0.532
N -0.817 -0.835 0.945
C -1.754 -0.342 0.110
O -2.782 0.194 0.511
C 1.021 -1.098 -0.738
C 1.411 0.399 -0.503
S 2.309 0.775 1.046
H 1.152 -1.556 1.263
H -0.010 -2.637 0.417
H -0.808 -0.384 1.838
H -1.598 -0.432 -0.979
H 1.910 -1.702 -0.935
H 0.506 -1.087 -1.706
H 2.092 0.652 -1.319
H 0.497 0.988 -0.507
H -1.616 2.299 0.181
H -0.552 3.330 0.200
O -1.310 3.042 -0.355

Charge: -1
HOMO-LUMO gap in eV: 6.58

Q) DFT (the ωB97M-V functional and the def2-TZVPD basis) results for a cluster of 2 separate species, C4H10NO2S in total.

Element x y z (Å)
C -0.085 -0.071 -0.573
C -0.397 1.414 -0.584
S -2.230 1.623 -0.711
C 1.336 -0.454 -0.249
N 1.628 -1.793 -0.156
C 0.643 -2.849 -0.117
O 2.239 0.356 -0.095
H -0.823 -0.491 0.118
H -0.339 -0.534 -1.509
H -0.069 1.948 0.299
H 0.011 1.865 -1.472
H 2.528 -2.028 0.213
H 0.810 -3.483 0.769
H 0.664 -3.468 -0.992
H -0.362 -2.485 0.031
H -1.266 0.428 2.134
H 0.235 0.665 2.173
O -0.540 0.582 2.756

Charge: -1
HOMO-LUMO gap in eV: 5.90

Verdict on stability: Q) comes out on top.

P) DFT (the ωB97M-V functional and the def2-TZVPD basis) results for an isolated molecule of C4H6BrF.

Element x y z (Å)
C 1.085 0.410 -0.450
C -0.211 0.202 0.236
C -0.420 1.149 1.331
F 0.316 2.303 1.551
C -0.724 -1.478 -0.398
Br -2.491 -1.959 -0.824
H 1.751 0.975 0.148
H 0.942 1.149 -1.184
H 1.426 -0.447 -1.026
H -1.321 1.258 1.824
H 0.000 -1.987 0.155
H -0.352 -1.577 -1.366

Charge: 0
Structure (SMILES): C/C(=C\F)CBr
HOMO-LUMO gap in eV: 9.88

Q) DFT (the ωB97M-V functional and the def2-TZVPD basis) results for a structure of composition C4H6BrF.

Element x y z (Å)
C -0.710 -0.475 0.354
C 0.734 0.524 -0.493
C -0.932 -1.860 0.015
C 0.813 1.836 0.096
F -1.831 0.195 0.275
Br 2.343 -0.372 -0.699
H -1.950 -2.175 0.080
H -0.954 -2.004 -1.082
H -0.249 -2.404 0.661
H 1.335 1.852 1.088
H -0.073 2.312 0.274
H 1.475 2.571 -0.568

Charge: 0
HOMO-LUMO gap (alpha / beta) in eV: 7.92 / 8.24

Verdict on stability: P) comes out on top.

P) DFT (the ωB97M-V functional and the def2-TZVPD basis) results for a cluster of 2 separate species, C8H13NO in total.

Element x y z (Å)
C 1.611 2.026 -0.036
O 1.025 0.982 -0.852
C -0.164 0.565 -0.367
C -0.757 -0.506 -0.921
C 0.091 -1.445 -1.811
C -1.979 -1.067 -0.231
H 2.184 2.461 -0.841
H 2.227 1.645 0.691
H 0.768 2.694 0.459
H -0.700 1.243 0.266
H 0.833 -0.812 -2.099
H 0.436 -2.258 -1.305
H -0.657 -1.864 -2.622
H -2.148 -2.144 -0.371
H -2.971 -0.780 -0.658
H -2.012 -0.728 0.821
C 0.317 0.924 2.912
C 0.658 -0.131 2.226
C 1.182 -1.139 1.628
N 1.593 -2.234 1.237
H -0.065 1.863 2.515
H 0.286 0.993 4.044
H 1.614 -2.445 0.226

Charge: 0
Structure (SMILES): COC=C(C)C.C=C=C=N
HOMO-LUMO gap in eV: 7.58

Q) DFT (the ωB97M-V functional and the def2-TZVPD basis) results for an isolated molecule of C8H13NO.

Element x y z (Å)
C 0.940 0.792 1.973
C 0.530 1.050 0.743
O 0.759 2.070 -0.213
C 0.359 1.557 -1.373
N -0.114 0.391 -1.440
C -0.135 -0.158 -0.096
C -1.624 -0.573 0.168
C -2.654 0.445 -0.435
C 0.662 -1.400 -0.173
C 2.171 -1.182 -0.342
H 1.458 1.674 2.381
H 0.591 -0.145 2.412
H 0.585 2.301 -2.163
H -1.650 -1.511 -0.342
H -1.839 -0.542 1.178
H -2.429 1.445 -0.022
H -3.599 0.205 0.096
H -2.655 0.561 -1.501
H 0.656 -1.902 0.863
H 0.236 -2.020 -1.043
H 2.743 -1.880 0.299
H 2.376 -0.196 0.322
H 2.632 -0.983 -1.293

Charge: 0
Structure (SMILES): C=C1OC=NC1(CC)CC
HOMO-LUMO gap in eV: 10.19

Verdict on stability: Q) comes out on top.